1.
Here is a molecular structure, C2H4Cl2N2 from the OMol25 dataset. Energies are from ωB97M-V/def2-TZVPD.

Values from the calculation:
E_HOMO   -9.51 eV
HOMO-LUMO gap   0.3604 Ha
Largest force on an atom   6.01 eV/A
Lowest unoccupied orbital energy   0.29 eV

XYZ file:
```
10
Properties=species:S:1:pos:R:3:nbo_charge:R:1
C 0.25418 0.05535 0.33195 0.425
C -0.26050 0.47591 -1.16320 -0.288
H 0.58069 -1.28243 1.93423 0.432
H -0.92646 -1.58269 0.52707 0.424
H 1.21665 1.05455 1.77641 0.337
H 0.06385 1.53041 -1.48409 0.276
N -0.19145 -1.04106 0.92535 -0.822
N 0.96974 1.06972 0.80961 -0.744
Cl -1.97064 0.61887 -1.51274 -0.014
Cl 0.26394 -0.89862 -2.14458 -0.026
```

=====

2.
Here is a molecular structure, C14H12ClO4V from the OMol25 dataset. Energies are from ωB97M-V/def2-TZVPD.

Values from the calculation:
E_HOMO (spin up / spin down)   -2.59 / -4.93 eV
Net charge   -1
<S²>   3.8071
HOMO-LUMO gap (spin up / spin down)   0.2027 / 0.2885 Ha
2S+1   4
Largest force on an atom   5.12 eV/A
Lowest unoccupied orbital energy (spin up / spin down)   2.93 / 2.92 eV

XYZ file:
```
32
Properties=species:S:1:pos:R:3:nbo_charge:R:1
V 0.34510 -0.31513 -0.28897 1.358
C 2.10855 -0.94356 0.96949 -0.447
C 2.98900 -1.76368 0.22317 -0.268
C 2.43854 -3.04389 0.13566 -0.312
C 1.22639 -3.05936 0.83101 -0.283
C 0.98952 -1.76593 1.35226 -0.430
H 2.41295 -0.03978 1.48034 0.231
H 3.92417 -1.43374 -0.20744 0.200
H 2.85878 -3.87120 -0.42160 0.195
H 0.56924 -3.90964 0.95533 0.197
H 0.33156 -1.55790 2.18538 0.229
Cl -3.07896 5.75006 1.82614 -0.058
C -2.19939 4.26612 1.52473 -0.032
C -1.43128 3.72673 2.56414 -0.310
C -0.72927 2.55067 2.32202 -0.266
C -0.78059 1.92220 1.08957 0.342
O -0.10835 0.80287 0.82719 -0.628
C -1.57778 2.47085 0.02747 -0.236
C -1.65906 1.81798 -1.21565 0.240
O -1.06857 0.73213 -1.57704 -0.727
C -2.28212 3.67768 0.29440 -0.239
H -1.37808 4.22653 3.52038 0.212
H -0.11694 2.11160 3.10182 0.211
H -2.31106 2.29168 -1.96376 0.123
H -2.87520 4.12670 -0.49269 0.212
C -0.03334 -3.30442 -2.70527 -0.719
C 0.47270 -1.87280 -2.80697 0.827
O 0.72812 -1.36646 -3.87653 -0.604
O 0.64454 -1.28429 -1.64736 -0.691
H -0.49616 -3.59315 -3.64523 0.218
H -0.73293 -3.39544 -1.87584 0.223
H 0.81993 -3.95341 -2.50617 0.233
```

=====

3.
Here is a single C4H9NO molecule from the OMol25 dataset. Energies are from ωB97M-V/def2-TZVPD.

Values from the calculation:
E_HOMO   -9.68 eV
HOMO-LUMO gap   0.3915 Ha
Structure (SMILES)   CCC(=O)NC
Largest force on an atom   0.66 eV/A
Lowest unoccupied orbital energy   0.97 eV

XYZ file:
```
15
Properties=species:S:1:pos:R:3:nbo_charge:R:1
C -1.14110 -2.02258 0.43234 -0.645
C 0.15523 -1.49123 -0.21171 -0.498
C 0.07492 0.10736 -0.04250 0.671
O -0.92571 0.55737 0.50158 -0.639
N 0.98676 1.06285 -0.41680 -0.620
C 0.62748 2.45749 -0.10725 -0.411
H -1.64013 -1.11004 0.75431 0.269
H -1.80588 -2.53580 -0.26760 0.205
H -0.99506 -2.64344 1.32069 0.205
H 1.03757 -1.94298 0.26843 0.224
H 0.20727 -1.81353 -1.26307 0.224
H 1.84329 0.88741 -0.91494 0.397
H 1.42479 3.14460 -0.40639 0.197
H -0.29733 2.76181 -0.61305 0.208
H 0.44790 2.58069 0.96595 0.212
```

=====

4.
Here is a gas-phase ion, C5H8ClN2 (charge +1) from the OMol25 dataset. Energies are from ωB97M-V/def2-TZVPD.

Values from the calculation:
E_HOMO   -12.92 eV
Net charge   +1
HOMO-LUMO gap   0.3469 Ha
Structure (SMILES)   [NH2+]=CNCCC#CCl
Largest force on an atom   6.14 eV/A
Lowest unoccupied orbital energy   -3.48 eV

XYZ file:
```
16
Properties=species:S:1:pos:R:3:nbo_charge:R:1
N 0.47134 0.88410 -2.34273 -0.720
C 0.07951 0.06966 -1.43947 0.397
N 0.45348 0.00770 -0.21425 -0.500
C -0.06255 -0.80317 0.85715 -0.209
C -0.87200 0.00871 1.96416 -0.462
C -2.04478 0.67257 1.37829 -0.075
C -2.85759 1.32840 0.79688 -0.097
Cl -4.04588 2.25490 0.20116 0.165
H 0.13982 0.83146 -3.37897 0.459
H 1.44853 1.33069 -2.29245 0.428
H -0.79116 -0.45350 -1.83236 0.229
H 1.04184 0.78822 0.10400 0.420
H 0.76131 -1.25379 1.51842 0.239
H -0.72320 -1.52365 0.46155 0.228
H -0.33284 0.82100 2.42625 0.243
H -1.06997 -0.68956 2.72585 0.254
```

=====

5.
Here is a molecular structure, C13H22N4NiO3S from the OMol25 dataset. Energies are from ωB97M-V/def2-TZVPD.

Values from the calculation:
E_HOMO (spin up / spin down)   -12.56 / -12.81 eV
Net charge   +2
<S²>   2.0172
HOMO-LUMO gap (spin up / spin down)   0.1534 / 0.1603 Ha
2S+1   3
Largest force on an atom   3.31 eV/A
Lowest unoccupied orbital energy (spin up / spin down)   -8.39 / -8.45 eV

XYZ file:
```
44
Properties=species:S:1:pos:R:3:nbo_charge:R:1
C -0.72122 -2.05277 -3.66443 -0.338
C -1.57870 -1.18742 -4.32643 0.344
H -1.06892 -2.94186 -3.12343 0.271
H 0.37208 -2.03497 -3.80126 0.270
C -1.95277 0.12345 -3.89100 -0.158
C -1.84768 0.62478 -2.63017 -0.070
H -1.73650 0.03368 -1.72121 0.226
H -1.76283 1.72144 -2.52620 0.229
C -2.10495 -1.58659 -5.69830 -0.706
H -1.80712 -2.62021 -5.85612 0.255
H -1.67251 -0.99398 -6.51137 0.296
H -3.19264 -1.53871 -5.82848 0.286
C -2.50045 1.09107 -4.94151 -0.642
H -3.48751 0.76873 -5.29115 0.251
H -1.87713 1.17427 -5.83971 0.237
H -2.62509 2.11025 -4.56170 0.248
Ni 0.35377 0.46939 3.24818 0.738
O -0.07570 0.30527 1.26464 -0.598
C 1.09474 0.10498 0.83601 0.638
O 1.66684 1.90088 2.92430 -0.698
C 2.12363 2.09560 1.75837 0.927
O 2.77363 3.18986 1.42700 -0.421
N 2.00879 1.20333 0.72572 -0.510
C 3.21644 3.05344 0.02821 -0.091
C 2.54869 1.81999 -0.52514 -0.231
H 4.30426 2.95708 0.02369 0.220
H 2.95112 3.96924 -0.50460 0.228
H 3.24053 1.13366 -1.02744 0.230
H 1.70854 2.09177 -1.18617 0.204
C 1.67816 -1.19395 0.56635 -0.357
C 1.08902 -2.33500 0.99097 -0.216
H 2.59388 -1.13955 -0.03917 0.229
H 0.05566 -2.34985 1.34136 0.226
H 1.63661 -3.27380 1.01535 0.228
N 0.39975 0.77184 5.26800 -0.678
N -0.12768 -0.31071 6.04075 -0.442
C -0.85066 -1.23369 5.36528 0.311
N -1.46972 -2.14682 6.14431 -0.760
S -0.98156 -1.17012 3.68386 -0.227
H -0.12175 1.63940 5.44527 0.396
H 1.36858 0.95864 5.54282 0.405
H -0.34905 -0.08623 7.00994 0.405
H -2.00028 -2.87581 5.70106 0.431
H -1.27226 -2.23999 7.14357 0.417
```

=====

6.
Here is 2 unconnected molecules or ions with the total composition C6H13NO3 from the OMol25 dataset. Energies are from ωB97M-V/def2-TZVPD.

Values from the calculation:
E_HOMO   -9.24 eV
HOMO-LUMO gap   0.3617 Ha
Structure (SMILES)   CNC(C)=O.COC(C)=O
Largest force on an atom   0.94 eV/A
Lowest unoccupied orbital energy   0.61 eV

XYZ file:
```
23
Properties=species:S:1:pos:R:3:nbo_charge:R:1
C -0.93755 -0.34923 4.97451 -0.413
N 0.09657 -0.79828 4.06283 -0.645
C 1.39335 -0.89361 4.46812 0.665
C 2.36430 -1.37591 3.41125 -0.711
O 1.73165 -0.60482 5.61218 -0.636
H -1.90595 -0.34614 4.44651 0.198
H -0.72994 0.67243 5.33467 0.202
H -1.01424 -1.02076 5.84616 0.207
H -0.14559 -1.04822 3.10085 0.430
H 2.37881 -0.69203 2.54598 0.218
H 3.37721 -1.41461 3.84611 0.239
H 2.09451 -2.38521 3.05749 0.231
C -0.36458 1.22870 1.17914 -0.272
O -0.34402 0.49969 -0.05095 -0.504
C -0.38387 -0.84638 0.09919 0.811
C -0.35861 -1.52832 -1.23854 -0.722
O -0.43285 -1.39548 1.17839 -0.624
H -0.32837 2.30033 0.92048 0.203
H 0.50531 0.99045 1.81407 0.196
H -1.28462 1.03703 1.75655 0.193
H -1.22758 -1.22104 -1.84440 0.246
H 0.56234 -1.26775 -1.78679 0.246
H -0.39144 -2.62285 -1.10608 0.239
```

=====

ΔE to the lowest compared entry with this formula, charge and spin in kJ/mol, matching the order above: 176.67, 274.89, 97.20, 218.09, 427.10, 46.31